C26H33AuF6N2O4S2Si2 | ωB97M-V with the def2-TZVPD basis set

The highest occupied orbital energy (spin up / spin down) is -7.8 / -9.1 eV. The total energy comes out at -96087.5430 eV. The maximum force is 0.7 eV/A. The calculation puts the orbital gap (spin up / spin down) at 0.2963 / 0.2434 hartree. Its spin multiplicity is 3. As for the expectation value of S²: 2.01.

Element x y z (Å)
Au -1.1276 -0.1641 1.0860
C -1.6323 1.4733 -0.3214
Si -0.5467 1.6139 -1.7875
C 1.3614 1.0855 -1.3305
N 1.5365 -0.1811 -0.7745
C 1.9991 -0.3939 0.5814
C 3.4631 -0.8955 0.5292
C 3.7058 -1.7123 -0.7477
C 2.4205 -2.4307 -1.1587
C 1.3706 -1.3875 -1.5669
C -0.1979 3.3794 -2.3273
C -0.5898 3.8572 -3.5799
C -0.3299 5.1674 -3.9574
C 0.3219 6.0274 -3.0860
C 0.7003 5.5782 -1.8282
C 0.4388 4.2691 -1.4556
C -0.8761 0.5851 -3.3131
C -0.0046 0.6909 -4.4042
C -0.2213 -0.0273 -5.5680
C -1.3207 -0.8720 -5.6636
C -2.1982 -0.9858 -4.5975
C -1.9803 -0.2598 -3.4327
H -2.6690 1.2284 -0.5662
H -1.6091 2.3676 0.2983
H 1.7364 1.8623 -0.6663
H 1.8252 1.1510 -2.3187
H 1.3715 -1.1584 1.0448
H 1.8999 0.5243 1.1545
H 3.6311 -1.5100 1.4134
H 4.1467 -0.0473 0.5739
H 4.5168 -2.4227 -0.5925
H 4.0133 -1.0469 -1.5605
H 2.0467 -3.0352 -0.3298
H 2.5948 -3.1013 -1.9989
H 0.3619 -1.7778 -1.3943
H 1.4505 -1.1199 -2.6211
H -1.1045 3.1992 -4.2696
H -0.6421 5.5163 -4.9334
H 0.5306 7.0466 -3.3841
H 1.1928 6.2496 -1.1366
H 0.7288 3.9391 -0.4625
H 0.8526 1.3552 -4.3504
H 0.4599 0.0787 -6.4027
H -1.4940 -1.4336 -6.5725
H -3.0563 -1.6397 -4.6685
H -2.6784 -0.3569 -2.6116
F -3.2461 -4.9653 -1.2038
C -2.5483 -3.8859 -1.5227
F -1.2691 -4.2219 -1.6915
F -3.0119 -3.3978 -2.6747
S -2.6918 -2.5979 -0.2042
O -1.6298 -1.6623 -0.6115
O -4.0260 -2.1041 -0.3011
N -2.4479 -3.3850 1.1176
S -1.0501 -3.6308 1.8422
O -1.1226 -3.3022 3.2269
O 0.1070 -3.2070 1.0887
C -0.9837 -5.4768 1.8056
F -1.9405 -5.9915 2.5691
F 0.2006 -5.8759 2.2641
F -1.1338 -5.9336 0.5615
C 0.0893 -0.4277 6.4612
Si -0.0008 1.2818 5.7095
C -1.4280 2.2894 6.3816
C 1.5995 2.2153 6.0006
C -0.2631 1.0164 3.9100
C -0.5512 0.6085 2.8007
H 0.2067 -0.4052 7.5465
H 0.9343 -0.9695 6.0317
H -0.8117 -0.9913 6.2125
H -1.3727 2.3854 7.4683
H -2.3830 1.8250 6.1301
H -1.4215 3.2933 5.9524
H 1.7552 2.3949 7.0670
H 1.5856 3.1829 5.4951
H 2.4572 1.6529 5.6262